# 1
Formula: C25H33BrCl28NO6
Source: OMol25
Level of theory: wB97M-V/def2-TZVPD

Last column: Mulliken charge in e.
Element x y z (Å)
1 O -1.31 -0.82 5.84  -0.45
2 C -0.62 0.13 5.82  0.55
3 Br 0.80 0.36 7.16  -0.22
4 C -0.69 1.26 4.81  -0.59
5 N -1.40 0.88 3.62  0.21
6 C -1.40 1.93 2.64  -0.59
7 O -2.30 2.69 2.41  -0.45
8 C -0.08 1.81 1.99  0.87
9 C 0.71 2.76 1.38  0.64
10 O 0.31 4.06 1.28  -0.68
11 C 1.94 2.34 0.88  -0.64
12 C 2.31 1.01 0.97  -0.39
13 C 1.52 0.03 1.58  -0.42
14 C 2.01 -1.41 1.65  0.40
15 O 2.83 -1.71 0.74  -0.79
16 O 1.57 -2.15 2.53  -0.73
17 C 0.31 0.46 2.10  1.13
18 C -0.82 -0.24 2.85  -0.32
19 O -1.20 -1.34 2.86  -0.43
20 H 0.34 1.59 4.64  0.48
21 H -1.21 2.09 5.29  0.37
22 H -0.65 4.10 1.39  0.24
23 H 2.58 3.06 0.39  0.50
24 H 3.27 0.72 0.56  0.17
25 C -3.94 1.10 -0.04  0.37
26 Cl -2.23 0.68 -0.05  -0.02
27 Cl -4.33 2.37 -1.22  -0.21
28 H -4.53 0.22 -0.29  -0.17
29 H -4.20 1.46 0.95  0.05
30 C -3.52 5.57 3.96  -0.24
31 Cl -3.01 4.68 5.39  -0.14
32 Cl -2.15 6.17 3.02  -0.15
33 H -4.10 4.91 3.33  0.16
34 H -4.12 6.42 4.27  0.36
35 C 6.79 0.80 -0.66  -0.36
36 Cl 6.84 0.47 -2.40  -0.15
37 Cl 5.13 0.96 -0.07  -0.01
38 H 7.27 -0.02 -0.14  0.29
39 H 7.32 1.73 -0.47  0.28
40 C 2.41 -2.91 -2.10  1.35
41 Cl 2.43 -1.80 -3.49  -0.22
42 Cl 0.94 -3.89 -2.09  -0.20
43 H 3.26 -3.57 -2.18  -0.51
44 H 2.46 -2.33 -1.18  -0.36
45 C 5.35 -5.08 -3.57  -0.19
46 Cl 6.86 -5.32 -4.48  -0.21
47 Cl 5.63 -4.31 -2.01  -0.18
48 H 4.69 -4.45 -4.16  0.26
49 H 4.89 -6.05 -3.41  0.31
50 C 6.91 2.69 -5.30  0.12
51 Cl 6.12 3.98 -4.39  -0.17
52 Cl 8.27 3.31 -6.26  -0.16
53 H 7.28 1.95 -4.61  0.04
54 H 6.19 2.25 -5.98  0.14
55 C -3.56 -3.38 7.36  0.21
56 Cl -4.99 -2.47 7.85  -0.17
57 Cl -2.76 -4.12 8.76  -0.17
58 H -3.86 -4.17 6.68  0.26
59 H -2.87 -2.71 6.86  -0.10
60 C -6.78 -1.52 1.54  -0.17
61 Cl -6.08 -1.66 -0.09  -0.18
62 Cl -6.08 -0.19 2.46  -0.11
63 H -7.85 -1.36 1.44  0.15
64 H -6.59 -2.45 2.07  0.33
65 C 5.89 -7.44 -7.20  -0.12
66 Cl 5.83 -7.57 -8.96  -0.17
67 Cl 4.28 -7.52 -6.48  -0.13
68 H 6.48 -8.26 -6.81  0.30
69 H 6.34 -6.49 -6.93  0.12
70 C 0.02 -3.70 -5.53  -0.14
71 Cl 1.13 -5.07 -5.64  -0.09
72 Cl -0.87 -3.45 -7.04  -0.20
73 H -0.69 -3.89 -4.74  0.29
74 H 0.59 -2.81 -5.31  0.13
75 C -0.72 1.42 10.76  -0.30
76 Cl 1.02 1.12 10.85  -0.14
77 Cl -1.10 2.65 9.56  -0.11
78 H -1.22 0.50 10.50  0.25
79 H -1.06 1.77 11.73  0.31
80 C -9.75 0.72 -0.28  -0.16
81 Cl -9.99 0.88 1.47  -0.15
82 Cl -10.08 -0.93 -0.84  -0.15
83 H -10.42 1.40 -0.79  0.31
84 H -8.71 0.96 -0.51  0.14
85 C 5.76 1.64 -9.59  -0.24
86 Cl 4.35 2.55 -9.04  -0.15
87 Cl 6.61 0.88 -8.24  -0.13
88 H 5.43 0.86 -10.27  0.28
89 H 6.44 2.31 -10.09  0.25
90 C -6.65 5.14 -2.31  -0.13
91 Cl -7.94 4.06 -1.78  -0.12
92 Cl -7.06 6.84 -2.05  -0.17
93 H -5.75 4.91 -1.75  0.12
94 H -6.48 4.98 -3.37  0.30

Calculated values
electronic energy	-16938.0613	Ha
2S+1	1
E_HOMO	-5.5	eV
charge	-1
LUMO level	1.689	eV
frontier orbital gap	7.18	eV

# 2
Formula: C25H33EuO2Te
Source: OMol25
Level of theory: wB97M-V/def2-TZVPD

Last column: Löwdin spin population.
Element x y z (Å)
1 O 0.91 -1.50 0.46  -0.01
2 C 0.20 -2.77 0.57  0.00
3 C 1.11 -3.36 1.62  0.00
4 H 0.30 -3.28 -0.39  0.00
5 H -0.82 -2.59 0.87  0.00
6 C 1.97 -2.10 1.29  0.00
7 H 1.58 -4.35 1.43  0.00
8 H 0.74 -3.29 2.65  0.00
9 C 3.12 -2.39 0.36  0.00
10 H 2.74 -3.09 -0.43  0.00
11 H 3.93 -2.80 1.02  0.00
12 H 3.44 -1.45 -0.18  0.00
13 C 2.25 -1.29 2.56  0.00
14 H 1.36 -1.28 3.21  0.00
15 H 2.58 -0.25 2.34  0.00
16 H 3.07 -1.83 3.05  0.00
17 Eu -0.51 0.36 -0.42  7.05
18 C -1.53 1.69 2.15  0.00
19 C -2.77 1.66 1.45  0.00
20 C -3.11 0.30 1.20  0.00
21 H -3.36 2.52 1.17  0.00
22 C -2.16 -0.52 1.87  -0.01
23 C -1.16 0.34 2.42  0.00
24 H -0.31 0.01 3.02  0.00
25 H -0.99 2.58 2.48  0.00
26 H -3.97 -0.04 0.62  0.00
27 H -2.25 -1.59 2.05  0.00
28 C 0.98 2.70 0.35  0.00
29 C 1.86 1.93 1.15  0.00
30 C 2.67 1.12 0.28  0.00
31 H 1.96 1.97 2.23  0.00
32 C 2.19 1.31 -1.06  0.00
33 C 1.21 2.36 -1.03  -0.01
34 H 0.73 2.82 -1.89  0.00
35 H 0.27 3.46 0.69  0.00
36 H 3.57 0.56 0.56  0.00
37 H 2.55 0.78 -1.94  0.00
38 O 0.82 -2.94 -2.23  0.00
39 C 1.19 -4.37 -2.07  0.00
40 C 0.57 -5.20 -3.22  0.00
41 H 0.70 -4.67 -1.11  0.00
42 H 2.29 -4.50 -1.95  0.00
43 C -0.53 -4.27 -3.80  0.00
44 H 0.11 -6.07 -2.77  0.00
45 H 1.23 -5.56 -4.04  0.00
46 C -0.42 -2.96 -2.97  0.00
47 H -1.50 -4.76 -3.73  0.00
48 H -0.32 -4.08 -4.85  0.00
49 H -1.25 -2.97 -2.22  0.00
50 H -0.44 -2.02 -3.57  0.00
51 Te -2.27 2.74 -1.98  -0.01
52 C -2.19 4.54 -0.85  0.00
53 C -1.13 5.47 -0.81  0.00
54 C -1.14 6.45 0.21  0.00
55 C -2.21 6.53 1.11  0.00
56 C -3.30 5.65 0.99  0.00
57 C -3.33 4.69 -0.03  0.00
58 H -0.33 5.39 -1.54  0.00
59 H -0.31 7.16 0.27  0.00
60 H -2.23 7.31 1.89  0.00
61 H -4.16 5.71 1.67  0.00
62 H -4.17 4.01 -0.17  0.00

Calculated values
electronic energy	-2101.1661	Ha
2S+1	8
E_HOMO (spin up / spin down)	-3.1 / -3.1	eV
⟨S²⟩	15.761
charge	-1
LUMO level (spin up / spin down)	2.110 / 2.109	eV
frontier orbital gap (spin up / spin down)	5.20 / 5.26	eV

# 3
Formula: C25H33FN4O
Source: OMol25
Level of theory: wB97M-V/def2-TZVPD

Last column: natural (NBO) charge in e.
Element x y z (Å)
1 O -4.19 -2.25 -0.38  -0.64
2 C -4.56 -1.21 0.13  0.69
3 N -5.88 -0.91 0.17  -0.44
4 C -6.55 0.22 0.78  -0.21
5 C -8.03 -0.13 0.71  -0.41
6 H -8.66 0.75 0.66  0.22
7 C -8.12 -1.00 -0.54  -0.41
8 C -6.83 -1.82 -0.45  -0.21
9 H -6.45 -2.15 -1.42  0.22
10 H -6.97 -2.70 0.18  0.19
11 H -9.01 -1.63 -0.56  0.22
12 H -8.11 -0.38 -1.43  0.20
13 H -8.32 -0.71 1.59  0.20
14 H -6.21 0.37 1.81  0.20
15 H -6.34 1.14 0.22  0.19
16 C -3.62 -0.17 0.73  -0.30
17 C -3.35 0.95 -0.29  -0.41
18 C -2.46 0.44 -1.43  -0.21
19 N -1.20 -0.10 -0.99  -0.47
20 C -1.39 -1.17 -0.04  -0.23
21 C -2.29 -0.80 1.16  -0.40
22 H -1.77 -0.10 1.82  0.20
23 H -2.49 -1.71 1.73  0.22
24 H -0.42 -1.51 0.32  0.20
25 H -1.87 -1.99 -0.57  0.23
26 C -0.09 0.81 -0.83  -0.03
27 C 0.16 1.40 0.57  -0.45
28 C 1.36 2.35 0.52  -0.21
29 N 2.58 1.74 0.05  -0.45
30 C 2.38 1.13 -1.26  -0.22
31 C 1.21 0.13 -1.30  -0.42
32 H 1.43 -0.72 -0.66  0.20
33 H 1.08 -0.24 -2.31  0.22
34 H 3.30 0.63 -1.55  0.21
35 H 2.18 1.94 -1.97  0.19
36 C 3.22 0.85 1.00  -0.25
37 C 4.65 0.60 0.62  0.22
38 N 5.10 -0.62 0.75  -0.42
39 C 6.38 -0.88 0.44  0.14
40 C 6.86 -2.20 0.59  -0.17
41 C 8.15 -2.52 0.28  -0.26
42 C 9.00 -1.51 -0.19  0.39
43 C 8.59 -0.22 -0.36  -0.26
44 C 7.27 0.12 -0.05  -0.08
45 C 6.75 1.43 -0.19  -0.15
46 C 5.44 1.67 0.15  -0.24
47 H 5.00 2.64 0.05  0.24
48 H 7.39 2.22 -0.55  0.21
49 H 9.28 0.53 -0.73  0.23
50 F 10.28 -1.84 -0.49  -0.33
51 H 8.54 -3.52 0.39  0.23
52 H 6.17 -2.95 0.95  0.23
53 H 3.21 1.35 1.98  0.21
54 H 2.72 -0.12 1.13  0.19
55 H 1.54 2.78 1.50  0.20
56 H 1.13 3.18 -0.17  0.19
57 H 0.37 0.60 1.28  0.20
58 H -0.72 1.95 0.92  0.21
59 H -0.28 1.65 -1.51  0.19
60 H -2.29 1.24 -2.15  0.20
61 H -3.00 -0.37 -1.94  0.20
62 H -4.29 1.33 -0.70  0.20
63 H -2.85 1.78 0.22  0.20
64 H -4.10 0.25 1.62  0.21

Calculated values
electronic energy	-1366.5946	Ha
2S+1	1
E_HOMO	-7.7	eV
LUMO level	0.363	eV
frontier orbital gap	8.08	eV
SMILES	O=C(C1CCN(C2CCN(Cc3ccc4cc(F)ccc4n3)CC2)CC1)N1CCCC1

# 4
Formula: C25H33N4O4S2
Source: OMol25
Level of theory: wB97M-V/def2-TZVPD

Last column: natural (NBO) charge in e.
Element x y z (Å)
1 C -1.41 -8.27 0.47  -0.62
2 C -1.37 -6.77 0.71  -0.07
3 H -0.35 -6.39 0.58  0.18
4 H -1.70 -6.54 1.73  0.18
5 O -2.24 -6.16 -0.23  -0.48
6 C -2.39 -4.83 -0.24  0.35
7 C -1.74 -3.95 0.63  -0.35
8 C -2.00 -2.60 0.49  -0.10
9 C -2.88 -2.10 -0.50  0.02
10 C -3.52 -2.99 -1.36  -0.16
11 C -3.27 -4.33 -1.22  -0.25
12 H -3.74 -5.05 -1.87  0.24
13 H -4.19 -2.62 -2.11  0.23
14 N -3.00 -0.74 -0.51  -0.43
15 C -2.28 -0.19 0.39  0.22
16 N -2.30 1.19 0.61  -0.44
17 C -1.19 1.94 0.79  0.72
18 O -1.28 3.14 1.05  -0.67
19 C 0.13 1.28 0.63  -0.17
20 C 0.42 0.55 -0.52  -0.13
21 C 1.65 -0.08 -0.64  -0.20
22 C 2.57 0.03 0.38  -0.28
23 C 2.30 0.78 1.51  -0.18
24 C 1.08 1.42 1.63  -0.16
25 H 0.85 2.01 2.51  0.23
26 H 3.05 0.84 2.28  0.25
27 S 4.14 -0.84 0.27  2.32
28 O 4.06 -1.69 -0.89  -0.93
29 O 4.39 -1.42 1.55  -0.93
30 N 5.16 0.45 0.03  -0.68
31 C 5.54 0.71 -1.35  -0.24
32 H 5.16 -0.10 -1.97  0.23
33 C 7.08 0.78 -1.38  -0.42
34 H 7.40 1.82 -1.38  0.21
35 H 7.48 0.29 -2.27  0.23
36 C 7.49 0.09 -0.08  -0.42
37 H 7.49 -0.99 -0.21  0.21
38 H 8.47 0.41 0.27  0.23
39 C 6.36 0.50 0.86  -0.23
40 H 6.23 -0.16 1.71  0.24
41 H 6.50 1.53 1.21  0.19
42 H 5.08 1.65 -1.68  0.20
43 H 1.90 -0.67 -1.51  0.25
44 H -0.32 0.46 -1.31  0.22
45 C -3.61 1.80 0.71  -0.22
46 H -4.32 1.00 0.93  0.25
47 H -3.60 2.49 1.56  0.21
48 C -4.03 2.54 -0.58  -0.44
49 C -4.24 4.04 -0.37  -0.22
50 N -2.97 4.74 -0.09  -0.41
51 C -3.17 5.94 0.74  -0.41
52 H -2.21 6.42 0.93  0.23
53 H -3.61 5.67 1.69  0.23
54 H -3.81 6.65 0.23  0.22
55 C -2.24 5.08 -1.32  -0.42
56 H -2.79 5.84 -1.88  0.22
57 H -2.12 4.20 -1.94  0.23
58 H -1.26 5.47 -1.07  0.24
59 H -2.32 4.06 0.47  0.49
60 H -4.91 4.19 0.47  0.22
61 H -4.70 4.48 -1.26  0.23
62 H -4.97 2.12 -0.94  0.25
63 H -3.29 2.35 -1.35  0.23
64 S -1.35 -1.29 1.42  0.38
65 H -1.07 -4.29 1.39  0.23
66 H -0.75 -8.77 1.18  0.22
67 H -1.08 -8.49 -0.54  0.22
68 H -2.42 -8.64 0.60  0.22

Calculated values
electronic energy	-2288.6016	Ha
2S+1	1
E_HOMO	-10.4	eV
charge	+1
LUMO level	-2.500	eV
frontier orbital gap	7.86	eV
SMILES	CCOc1ccc2nc(N(CCC[NH+](C)C)C(=O)c3ccc(S(=O)(=O)N4CCCC4)cc3)sc2c1